[1]
Entry from the Open Molecules 2025 dataset: a structure of composition C40H33BiCl3GeN14O5S2 at a distorted geometry (ωB97M-V with the def2-TZVPD basis set).

- Expectation value of S²: 0.7562
- HOMO energy (alpha / beta): -7.36 / -7.78 eV
- Relative energy (zero: lowest compared OMol25 entry of this formula, charge and spin): 13.923 eV

The geometry in ORCA input format:
```
! RIJCOSX wB97M-V def2-TZVPD def2/J DEFGRID3
* xyz 0 2
Bi 1.69 -0.21 -0.93
N 4.40 2.82 -3.64
C 4.48 1.83 -4.61
C 5.13 1.80 -5.83
C 5.02 0.63 -6.55
C 4.29 -0.47 -6.05
C 3.65 -0.43 -4.83
C 3.74 0.75 -4.09
N 3.22 1.10 -2.85
C 3.64 2.31 -2.63
C 3.30 3.03 -1.41
C 3.64 4.30 -1.02
S 2.96 4.62 0.49
C 2.28 3.03 0.59
N 2.54 2.36 -0.54
H 4.82 3.73 -3.68
H 5.69 2.65 -6.20
H 5.50 0.55 -7.52
H 4.22 -1.38 -6.64
H 3.11 -1.28 -4.46
H 4.27 5.01 -1.53
H 1.28 2.43 2.19
C 1.93 2.92 4.76
N 1.42 2.60 3.44
C 1.25 1.35 2.86
N 0.75 1.42 1.63
C 0.75 2.97 1.20
N 0.95 3.77 2.56
C 0.90 2.83 5.87
C 1.30 3.16 7.16
C 0.40 3.07 8.21
C -0.90 2.65 7.99
C -1.30 2.33 6.70
C -0.40 2.43 5.64
C -2.66 1.85 6.46
N -3.63 1.72 7.30
N -4.68 1.15 6.58
C -4.26 0.99 5.38
O -2.98 1.42 5.22
C -4.92 0.40 4.23
C -6.18 -0.19 4.36
C -6.76 -0.80 3.26
C -6.10 -0.82 2.04
C -4.85 -0.22 1.91
C -4.15 -0.19 0.57
N -2.71 -0.18 0.72
C -1.86 0.84 0.60
N -0.63 0.46 0.86
C -0.79 -0.86 1.13
N -2.03 -1.30 1.06
C -4.28 0.40 3.00
H 2.32 3.93 4.69
H 2.76 2.25 4.97
H 1.48 0.42 3.37
H 0.12 3.34 0.41
H 2.32 3.48 7.34
H 0.72 3.32 9.21
H -1.61 2.57 8.80
H -0.73 2.19 4.63
H -6.67 -0.19 5.33
H -7.73 -1.27 3.36
H -6.55 -1.31 1.19
H -4.40 0.72 0.02
H -4.44 -1.04 -0.04
H -2.18 1.84 0.35
H 0.04 -1.51 1.39
H -3.30 0.86 2.91
O 0.57 -4.16 -6.37
S 0.53 -2.72 -6.34
O 0.52 -2.02 -7.60
N 1.65 -2.12 -5.33
C 1.12 -1.55 -4.27
O 1.78 -1.06 -3.33
C -0.40 -1.54 -4.29
C -1.33 -0.97 -3.42
C -2.68 -1.16 -3.61
C -3.12 -1.93 -4.70
C -2.23 -2.40 -5.63
C -0.87 -2.19 -5.39
H -1.01 -0.33 -2.60
H -3.41 -0.75 -2.93
H -4.19 -2.10 -4.83
H -2.55 -2.94 -6.50
C -1.78 -5.10 -1.88
N -0.38 -4.78 -2.06
C 0.58 -5.89 -2.01
C 0.12 -3.60 -1.77
N 0.62 -2.61 -1.45
H -2.03 -5.93 -2.55
H -2.39 -4.24 -2.16
H -2.00 -5.41 -0.85
H 0.23 -6.69 -2.66
H 0.69 -6.27 -0.99
H 1.55 -5.55 -2.36
O 2.54 -1.22 0.61
Cl 5.73 -1.28 -2.00
Ge 4.22 -1.60 -0.46
Cl 3.96 -3.74 -0.43
Cl 5.38 -1.07 1.31
*
```

Atom-resolved charges from Löwdin, all expressed in e: atom 1 (Bi): 1.707, atom 2 (N): 0.181, atom 3 (C): -0.184, atom 4 (C): -0.031, atom 5 (C): -0.080, atom 6 (C): -0.054, atom 7 (C): -0.041, atom 8 (C): -0.212, atom 9 (N): 0.082, atom 10 (C): -0.287, atom 11 (C): -0.321, atom 12 (C): -0.332, atom 13 (S): 1.101, atom 14 (C): -0.475, atom 15 (N): -0.032, atom 16 (H): 0.158, atom 17 (H): 0.104, atom 18 (H): 0.101, atom 19 (H): 0.108, atom 20 (H): 0.062, atom 21 (H): 0.077, atom 22 (H): -0.043, atom 23 (C): -0.093, atom 24 (N): -0.157, atom 25 (C): -0.099, atom 26 (N): -0.005, atom 27 (C): -0.189, atom 28 (N): 0.046, atom 29 (C): -0.186, atom 30 (C): -0.035, atom 31 (C): -0.059, atom 32 (C): -0.016, atom 33 (C): -0.132, atom 34 (C): 0.036, atom 35 (C): -0.292, atom 36 (N): 0.125, atom 37 (N): 0.126, atom 38 (C): -0.294, atom 39 (O): 0.126, atom 40 (C): -0.130, atom 41 (C): -0.009, atom 42 (C): -0.054, atom 43 (C): -0.028, atom 44 (C): -0.192, atom 45 (C): -0.080, atom 46 (N): -0.140, atom 47 (C): -0.126, atom 48 (N): -0.074, atom 49 (C): -0.226, atom 50 (N): 0.147, atom 51 (C): 0.031, atom 52 (H): 0.134, atom 53 (H): 0.138, atom 54 (H): 0.175, atom 55 (H): 0.141, atom 56 (H): 0.119, atom 57 (H): 0.109, atom 58 (H): 0.117, atom 59 (H): 0.117, atom 60 (H): 0.119, atom 61 (H): 0.109, atom 62 (H): 0.115, atom 63 (H): 0.136, atom 64 (H): 0.128, atom 65 (H): 0.142, atom 66 (H): 0.098, atom 67 (H): 0.120, atom 68 (O): -0.307, atom 69 (S): 0.626, atom 70 (O): -0.299, atom 71 (N): -0.039, atom 72 (C): -0.501, atom 73 (O): -0.265, atom 74 (C): -0.134, atom 75 (C): -0.044, atom 76 (C): -0.082, atom 77 (C): -0.080, atom 78 (C): -0.032, atom 79 (C): -0.212, atom 80 (H): 0.081, atom 81 (H): 0.093, atom 82 (H): 0.104, atom 83 (H): 0.123, atom 84 (C): -0.031, atom 85 (N): -0.182, atom 86 (C): -0.023, atom 87 (C): -0.238, atom 88 (N): 0.138, atom 89 (H): 0.091, atom 90 (H): 0.089, atom 91 (H): 0.092, atom 92 (H): 0.091, atom 93 (H): 0.095, atom 94 (H): 0.093, atom 95 (O): -0.873, atom 96 (Cl): 0.116, atom 97 (Ge): -0.328, atom 98 (Cl): 0.119, atom 99 (Cl): 0.094

=====

[2]
Entry from the Open Molecules 2025 dataset: a structure of composition C18H10AsCl2N4O2ReS4 at a distorted geometry (ωB97M-V with the def2-TZVPD basis set).

- HOMO energy: -13.79 eV

The geometry in ORCA input format:
```
! RIJCOSX wB97M-V def2-TZVPD def2/J DEFGRID3
* xyz 2 1
Re 0.03 0.42 -0.31
Cl 4.59 0.58 4.69
C 3.69 0.09 3.33
C 2.50 0.75 3.06
C 1.78 0.35 1.94
N 0.55 0.87 1.48
C -0.39 1.42 2.40
O -0.17 1.64 3.55
C -1.69 1.70 1.74
C -2.73 2.30 2.42
C -3.89 2.59 1.72
C -3.96 2.27 0.37
C -2.89 1.64 -0.23
N -1.77 1.35 0.44
C 2.23 -0.69 1.12
C 3.42 -1.36 1.40
C 4.14 -0.95 2.51
Cl 5.61 -1.75 2.85
N 1.33 -0.94 0.06
C 1.22 -2.24 -0.49
O 1.95 -3.16 -0.26
C 0.04 -2.34 -1.39
C -0.25 -3.50 -2.08
C -1.35 -3.49 -2.94
C -2.10 -2.34 -3.06
C -1.76 -1.22 -2.32
N -0.70 -1.22 -1.50
H 2.16 1.54 3.70
H -2.60 2.54 3.47
H -4.72 3.07 2.22
H -4.84 2.50 -0.21
H -2.92 1.37 -1.27
H 3.78 -2.16 0.79
H 0.38 -4.36 -1.94
H -1.61 -4.38 -3.49
H -2.95 -2.29 -3.73
H -2.33 -0.31 -2.39
S 2.49 2.96 -4.30
As 0.55 2.10 -4.77
S -0.43 1.97 -2.57
S 1.29 1.82 -1.42
S 2.34 0.85 -4.59
*
```

Atom-resolved charges from Löwdin, all expressed in e: atom 1 (Re): 1.247, atom 2 (Cl): 0.767, atom 3 (C): -0.658, atom 4 (C): -0.012, atom 5 (C): -0.192, atom 6 (N): -0.093, atom 7 (C): -0.372, atom 8 (O): 0.196, atom 9 (C): -0.167, atom 10 (C): 0.061, atom 11 (C): 0.026, atom 12 (C): 0.006, atom 13 (C): -0.107, atom 14 (N): -0.057, atom 15 (C): -0.193, atom 16 (C): -0.013, atom 17 (C): -0.656, atom 18 (Cl): 0.765, atom 19 (N): -0.093, atom 20 (C): -0.374, atom 21 (O): 0.191, atom 22 (C): -0.165, atom 23 (C): 0.060, atom 24 (C): 0.025, atom 25 (C): 0.003, atom 26 (C): -0.106, atom 27 (N): -0.061, atom 28 (H): 0.118, atom 29 (H): 0.146, atom 30 (H): 0.138, atom 31 (H): 0.132, atom 32 (H): 0.074, atom 33 (H): 0.117, atom 34 (H): 0.145, atom 35 (H): 0.137, atom 36 (H): 0.131, atom 37 (H): 0.082, atom 38 (S): 0.056, atom 39 (As): 0.421, atom 40 (S): 0.005, atom 41 (S): 0.234, atom 42 (S): 0.037

=====

[3]
Entry from the Open Molecules 2025 dataset: an isolated molecule of C2H5N3OS at a distorted geometry (ωB97M-V with the def2-TZVPD basis set).

- HOMO energy: -8.73 eV
- Relative energy (zero: lowest compared OMol25 entry of this formula, charge and spin): 4.279 eV

The geometry in ORCA input format:
```
! RIJCOSX wB97M-V def2-TZVPD def2/J DEFGRID3
* xyz 0 1
N -0.11 1.90 1.20
N -0.05 0.64 1.59
C 0.01 -0.40 0.82
N -0.35 -1.74 1.12
C 0.37 -0.63 -0.62
O 1.17 -1.43 -1.04
S -0.51 0.64 -1.56
H 0.24 2.43 2.19
H 0.84 1.91 0.48
H 0.39 -2.34 0.65
H -0.64 -1.94 2.07
H -0.84 1.72 -0.73
*
```

Atom-resolved charges from Löwdin, all expressed in e: atom 1 (N): -0.118, atom 2 (N): -0.115, atom 3 (C): -0.429, atom 4 (N): 0.101, atom 5 (C): -0.730, atom 6 (O): 0.041, atom 7 (S): 0.814, atom 8 (H): 0.168, atom 9 (H): 0.151, atom 10 (H): 0.120, atom 11 (H): 0.094, atom 12 (H): -0.096

=====

[4]
Entry from the Open Molecules 2025 dataset: a structure of composition C7H9ClN2O4S at a distorted geometry (ωB97M-V with the def2-TZVPD basis set).

- HOMO energy: -9.32 eV
- Relative energy (zero: lowest compared OMol25 entry of this formula, charge and spin): 4.063 eV

The geometry in ORCA input format:
```
! RIJCOSX wB97M-V def2-TZVPD def2/J DEFGRID3
* xyz 0 1
C -0.66 0.14 0.33
C 0.27 1.90 -1.28
C -0.87 -2.61 1.32
C 0.38 -1.71 1.26
C -1.58 -2.41 0.01
C 2.45 1.37 -1.90
C -0.75 1.65 -0.06
N 0.18 -0.29 1.16
N -0.52 2.66 1.10
O -1.41 2.94 1.81
O -0.02 2.35 -2.31
O 0.63 2.96 1.13
O 1.41 1.29 -0.92
S -1.94 -0.72 -0.54
Cl -2.37 1.99 -0.59
H -0.50 -3.61 1.72
H -1.53 -2.29 2.10
H 0.96 -1.88 2.24
H 1.06 -2.09 0.49
H -1.10 -3.01 -0.79
H -2.58 -2.91 0.04
H 2.94 0.41 -2.13
H 3.38 1.94 -1.39
H 2.18 1.91 -2.81
*
```

Atom-resolved charges from Löwdin, all expressed in e: atom 1 (C): -0.585, atom 2 (C): -0.511, atom 3 (C): -0.240, atom 4 (C): -0.249, atom 5 (C): -0.487, atom 6 (C): -0.034, atom 7 (C): -0.586, atom 8 (N): 0.074, atom 9 (N): -0.408, atom 10 (O): 0.105, atom 11 (O): 0.155, atom 12 (O): 0.118, atom 13 (O): -0.043, atom 14 (S): 0.948, atom 15 (Cl): 0.772, atom 16 (H): 0.140, atom 17 (H): 0.095, atom 18 (H): 0.133, atom 19 (H): 0.122, atom 20 (H): 0.086, atom 21 (H): 0.083, atom 22 (H): 0.089, atom 23 (H): 0.142, atom 24 (H): 0.081

=====

[5]
Entry from the Open Molecules 2025 dataset: a cluster of 2 separate species, C4H9N2O in total at a distorted geometry (ωB97M-V with the def2-TZVPD basis set).

- Expectation value of S²: 0.7557
- HOMO energy (alpha / beta): -3.70 / -7.61 eV
- Relative energy (zero: lowest compared OMol25 entry of this formula, charge and spin): 1.216 eV

The geometry in ORCA input format:
```
! RIJCOSX wB97M-V def2-TZVPD def2/J DEFGRID3
* xyz 0 2
C 0.73 -0.02 -1.97
C 0.49 0.65 -0.62
C -0.13 1.86 -0.44
N -0.79 1.84 0.83
C -0.39 0.70 1.46
N 0.33 -0.07 0.55
H 1.52 -0.76 -1.85
H 0.97 0.82 -2.62
H -0.22 -0.46 -2.25
H -0.19 2.70 -1.11
H -1.32 2.68 0.98
H -0.76 0.28 2.38
H 0.41 -1.08 0.67
H 0.17 -3.41 0.70
H -0.74 -3.02 1.95
O -0.06 -2.72 1.36
*
```

Atom-resolved charges from Löwdin, all expressed in e: atom 1 (C): -0.039, atom 2 (C): -0.330, atom 3 (C): -0.084, atom 4 (N): -0.011, atom 5 (C): -0.221, atom 6 (N): 0.024, atom 7 (H): 0.070, atom 8 (H): 0.071, atom 9 (H): 0.076, atom 10 (H): 0.099, atom 11 (H): 0.117, atom 12 (H): 0.072, atom 13 (H): 0.086, atom 14 (H): 0.073, atom 15 (H): 0.047, atom 16 (O): -0.049